(1)
# C39H43N5O5RuS3

C39H43N5O5RuS3 as an isolated structure (ωB97M-V/def2-TZVPD, the Open Molecules 2025 dataset).

```
! RIJCOSX wB97M-V def2-TZVPD def2/J DEFGRID3
* xyz 1 6
Ru 0.69 0.19 0.52
S 2.68 1.40 3.65
S 1.67 -2.13 1.15
S -1.34 3.65 0.97
O 1.80 1.29 -0.59
O 2.13 0.73 2.43
O -6.35 0.78 -0.51
O -5.73 0.48 -2.68
O -0.58 2.36 0.79
N -1.50 -0.05 -0.16
N -0.77 -0.14 2.41
N -0.70 -3.01 0.26
N -0.13 -3.61 2.40
N 0.40 -0.96 -1.76
C -1.22 -0.20 4.75
C 0.75 6.80 -1.52
C -0.78 -0.42 -3.76
C -1.14 6.11 -0.21
C -2.06 0.14 2.16
C 1.41 -1.43 -2.48
C 4.67 2.09 1.89
C -0.49 7.07 -0.96
C -0.37 -0.34 3.66
C 1.39 -1.43 -3.87
C 1.62 3.80 2.67
C 0.71 4.59 -0.59
C -3.78 0.38 0.35
C -2.54 0.15 4.51
C -3.10 0.10 -1.92
C 6.18 3.36 3.85
C -5.58 0.55 -1.45
C 1.35 5.56 -1.34
C 2.71 2.06 -2.66
C -2.97 0.31 3.20
C 4.22 2.16 3.20
C -0.69 -0.48 -2.37
C -0.91 4.28 2.62
C -2.47 0.18 0.74
C -0.52 4.88 -0.02
C -4.10 0.35 -1.00
C 6.63 3.31 2.53
C -1.81 -0.10 -1.46
C 1.71 2.91 3.89
C 4.11 0.72 -1.05
C -2.48 -3.68 1.76
C 0.16 -2.97 1.26
C 0.28 -0.90 -4.51
C -1.99 -3.69 0.32
C 2.99 1.75 -1.20
C 0.50 4.83 2.84
C -1.42 -4.26 2.67
C 4.98 2.77 4.19
C 5.88 2.67 1.56
H -2.72 -2.65 2.06
H -3.39 0.05 -2.96
H -1.66 5.04 2.84
H -0.96 8.04 -1.11
H 4.04 -0.05 -1.82
H -2.12 6.30 0.22
H 1.44 3.18 1.79
H -1.13 3.42 3.27
H -3.40 -4.26 1.85
H -1.66 -4.06 3.72
H 0.52 5.23 3.86
H 0.67 -0.62 3.78
H -1.32 -5.34 2.54
H 4.64 2.79 5.22
H 0.57 -3.57 3.11
H -4.60 0.56 1.03
H -0.44 -2.46 -0.55
H 1.14 3.60 -0.44
H 5.09 1.19 -1.16
H -1.66 -0.02 -4.24
H 0.23 -0.87 -5.59
H 4.08 0.23 -0.07
H 4.06 1.57 1.16
H 6.78 3.85 4.61
H -4.00 0.56 2.99
H -3.23 0.28 5.32
H 3.29 2.67 -0.68
H -0.85 -0.37 5.75
H 3.59 2.49 -3.14
H 0.66 5.68 2.19
H 2.16 3.41 4.75
H 2.57 4.31 2.51
H 1.88 2.75 -2.76
H -2.68 -3.18 -0.34
H 2.24 -1.82 -1.92
H 1.25 7.56 -2.11
H 2.22 -1.83 -4.42
H -1.87 -4.72 -0.04
H 7.58 3.77 2.27
H 2.30 5.35 -1.80
H 0.73 2.54 4.21
H 6.24 2.62 0.54
H 2.46 1.14 -3.19
*
```

Summary:
Gap between HOMO and LUMO (alpha / beta) = 0.250 / 0.212 hartree
HOMO level (alpha / beta) = -9.78 / -9.78 eV

Atomic partial charges in e from the Löwdin method, atoms 1 to 5:
1 Ru 1.4661
2 S 1.0121
3 S 0.6326
4 S 1.0335
5 O -0.3855

***

(2)
# C39H44BClFN2O18P3S

A 3-piece molecular cluster, C39H44BClFN2O18P3S overall in a non-equilibrium geometry (ωB97M-V/def2-TZVPD, the Open Molecules 2025 dataset).

```
! RIJCOSX wB97M-V def2-TZVPD def2/J DEFGRID3
* xyz 0 1
Cl 4.55 -2.08 -0.39
S -0.29 -1.71 -0.07
P 0.90 3.52 4.73
P 2.63 -2.55 0.19
P 0.16 2.89 2.77
F 6.05 2.72 2.60
O 10.24 3.63 -0.83
O -5.83 -3.35 -4.88
O -2.24 3.73 0.69
O -5.04 1.10 2.88
O 2.04 4.44 4.61
O 7.27 -0.13 -3.10
O -6.70 -7.76 -2.08
O -1.27 -3.08 -6.06
O 3.57 1.90 4.21
O 6.89 -2.11 3.22
O 0.52 -4.26 -5.55
O 4.25 -0.38 2.06
O -6.10 3.65 5.10
O 1.06 2.27 5.68
O 2.87 -3.60 1.44
O -3.25 -0.05 1.95
O -0.35 4.27 5.41
O 5.36 2.30 0.58
N 3.87 2.99 2.19
N -1.17 0.88 1.26
C 8.08 2.75 -1.20
C 9.56 2.77 -1.35
C -3.08 -1.51 -6.14
C -5.90 3.13 3.80
C -4.92 -5.28 -3.88
C 1.02 1.37 2.16
C -3.27 -0.06 -4.07
C -7.40 -4.72 -3.78
C -6.50 -6.75 -2.72
C 10.17 1.69 -2.17
C 5.12 2.63 1.68
C 7.34 1.81 -1.77
C -1.64 -1.75 -6.47
C -1.99 0.38 2.38
C -1.71 0.63 -0.05
C 7.95 0.73 -2.58
C -3.31 -1.49 -4.62
C 2.92 -0.13 1.84
C 0.20 0.51 1.42
C -0.04 -3.21 -5.57
C -5.14 -6.38 -3.18
C -2.62 1.53 -0.64
C -6.03 -4.36 -4.24
C 2.11 -1.00 1.07
C -4.21 -0.02 2.97
C -1.86 -0.76 -2.05
C 5.73 -1.49 3.77
C 9.43 0.74 -2.73
C 6.09 -0.11 4.24
C 3.31 1.97 3.06
C -1.37 -0.50 -0.77
C -3.11 1.26 -1.92
C -7.61 -5.83 -3.07
C 2.37 1.04 2.34
C 0.77 -0.65 0.89
C -4.65 3.15 0.10
C -2.74 0.13 -2.67
C -4.81 2.08 3.88
C 4.54 -1.58 2.81
B -3.12 2.84 0.08
H 6.83 -0.19 5.04
H -6.81 2.70 3.38
H -4.87 4.06 0.66
H 4.80 -2.35 2.10
H 0.43 -2.33 -5.12
H -1.47 -1.67 -7.54
H -2.54 -2.13 -4.19
H 11.25 1.72 -2.26
H -1.80 4.30 0.06
H 5.45 -2.07 4.66
H 2.08 -3.55 1.99
H -1.44 -0.40 2.92
H -8.60 -6.12 -2.73
H -3.73 -0.06 3.95
H -2.11 1.20 3.09
H 3.64 -1.92 3.32
H -3.67 -2.33 -6.54
H -4.84 -0.90 2.88
H -3.93 -4.99 -4.23
H 6.46 0.49 3.43
H -4.34 -7.07 -2.91
H 5.21 0.32 4.70
H 0.52 2.34 6.47
H -3.85 2.58 3.71
H 6.26 1.78 -1.66
H -5.59 3.92 3.11
H -4.25 -1.94 -4.37
H -5.03 3.30 -0.91
H -5.23 2.33 0.52
H 0.64 3.91 1.93
H -0.51 5.07 4.88
H 6.72 -3.06 3.18
H -4.85 1.64 4.87
H -8.19 -4.04 -4.05
H -1.00 -1.02 -5.97
H -1.52 -1.66 -2.54
H -3.80 1.97 -2.34
H -3.40 -0.56 -6.56
H -6.49 4.52 5.04
H 3.27 3.05 1.37
H 9.85 -0.06 -3.33
H -4.25 0.41 -4.15
H 7.65 3.54 -0.60
H -2.62 0.53 -4.72
*
```

Summary:
Gap between HOMO and LUMO = 0.246 hartree
SMILES string = CB(O)c1cc(CCCCOC=O)cc2c1N(COCOCCO)c1c(PP(=O)(O)O)c(C(=O)NC(=O)F)c(OC[C@H](C)O)c(P(O)Cl)c1S2.O=C1C=CC(=O)C=C1.O=C1C=CC(=O)C=C1
HOMO level = -8.39 eV

Atomic partial charges in e from the Löwdin method, atoms 1 to 5:
1 Cl 0.3379
2 S 1.0110
3 P 0.2289
4 P 0.5950
5 P 0.9670

***

(3)
# C39H44ClCoN6O3

C39H44ClCoN6O3 as an isolated structure in a non-equilibrium geometry (ωB97M-V/def2-TZVPD, the Open Molecules 2025 dataset).

```
! RIJCOSX wB97M-V def2-TZVPD def2/J DEFGRID3
* xyz 1 2
Co -1.36 -0.24 0.53
Cl 1.23 -0.11 -3.57
O -1.10 2.34 1.89
O -0.11 -1.27 -0.58
O 0.23 0.11 1.49
N -2.38 -0.54 2.10
N 2.88 0.51 1.05
N 2.55 -1.69 -0.94
N -2.16 1.70 -1.31
N -2.81 -1.04 -0.43
N -1.61 4.08 0.56
C -0.66 -5.33 -1.26
C 2.16 -2.96 -1.04
C -4.40 0.20 0.95
C 3.42 3.11 -4.43
C -0.44 -0.89 3.54
C 0.53 -0.39 2.62
C 0.60 -4.79 -1.21
C 1.28 -1.60 5.13
C 1.94 1.48 -3.48
C 0.84 -3.41 -1.02
C 1.65 -2.25 6.43
C 2.26 3.60 -2.38
C -0.82 3.43 1.45
C 1.91 -0.48 3.05
C 4.05 0.87 0.28
C 0.41 4.23 1.84
C -2.13 1.14 -2.52
C 2.97 -0.03 2.26
C -4.14 -0.47 -0.40
C -1.82 -0.82 3.24
C -2.83 2.85 -1.19
C -3.50 3.45 -2.25
C -0.06 -1.47 4.75
C 4.10 0.22 -1.10
C -0.87 -6.79 -1.50
C 0.83 1.94 -1.31
C -2.76 1.67 -3.64
C -2.74 -2.27 -0.81
C 3.13 3.98 -3.37
C -1.59 -3.10 -0.92
C -3.48 2.85 -3.50
C 3.93 -1.30 -1.09
C -2.87 3.50 0.17
C -1.75 -4.47 -1.13
C 2.81 1.86 -4.47
C -0.29 -2.52 -0.82
C 1.63 2.32 -2.37
C 2.23 -1.08 4.29
C -3.83 -0.61 2.09
H -3.06 2.74 0.93
H 1.10 -3.19 6.56
H 4.53 -1.74 -0.29
H 4.31 -1.69 -2.04
H -1.06 -6.97 -2.56
H -1.35 4.98 0.19
H -4.01 3.28 -4.33
H 2.71 -2.46 6.47
H -2.75 -4.87 -1.18
H 0.00 -7.37 -1.22
H 3.60 4.95 -3.34
H -4.14 -1.66 2.02
H 3.33 0.65 -1.74
H 3.97 -0.15 2.65
H 0.11 5.19 2.27
H 4.09 1.95 0.14
H 1.80 -1.00 -0.87
H 0.99 3.68 2.57
H 4.11 3.39 -5.20
H -2.47 -1.08 4.08
H 2.05 4.27 -1.56
H -3.90 1.16 0.97
H 3.28 -1.15 4.56
H -1.58 0.21 -2.59
H -3.67 -2.77 -1.11
H 1.47 -5.43 -1.33
H -4.90 -1.24 -0.59
H -4.23 0.28 -1.20
H 4.93 0.56 0.85
H -4.05 4.37 -2.09
H 3.02 1.18 -5.28
H 1.39 -1.60 7.26
H -5.47 0.35 1.08
H -0.83 -1.86 5.40
H 1.95 0.69 0.69
H -2.71 1.16 -4.59
H 5.06 0.46 -1.54
H 1.02 4.43 0.97
H -3.66 4.27 0.20
H 2.94 -3.70 -1.15
H 0.36 0.97 -1.27
H -4.21 -0.21 3.04
H -1.73 -7.17 -0.95
H 0.61 2.63 -0.52
*
```

Summary:
Gap between HOMO and LUMO (alpha / beta) = 0.174 / 0.170 hartree
HOMO level (alpha / beta) = -7.69 / -7.67 eV

Atomic partial charges in e from the Löwdin method, atoms 1 to 5:
1 Co 0.3524
2 Cl 0.7656
3 O 0.0547
4 O -0.0967
5 O -0.0910

***

no.,E (Eh)
1,-3451.1425
2,-4983.5678
3,-3909.5291